Entry 1:
Formula: C3H4Br3N4
Source: the OMol25 dataset
Level of theory: ωB97M-V/def2-TZVPD

Geometry as XYZ:
```
14
Properties=species:S:1:pos:R:3
H -1.08787 -1.83366 1.17614
H 1.59562 -0.31964 -1.97013
Br -1.42202 -1.64969 -1.51296
C -0.36301 1.03121 0.89070
N -0.20776 -0.30028 0.73090
C 0.25811 -0.85985 -0.53091
N 0.86895 0.10564 -1.36900
N 0.03839 1.83644 -0.06116
N -0.42592 -1.26936 1.64668
C 0.59264 1.39921 -1.16215
H 1.04066 -1.74621 -0.34673
H -0.88772 -0.74803 2.57068
Br -1.14465 1.74101 2.41539
Br 1.14458 2.61321 -2.47745
```

Values from the calculation:
**Spin multiplicity**: 3
**Gap between HOMO and LUMO (alpha / beta)**: 6.775 / 6.076 eV
**Energy**: -219251.869 eV
**Highest occupied orbital energy (alpha / beta)**: -11.02 / -14.39 eV
**LUMO energy (alpha / beta)**: -4.24 / -8.31 eV
**Net charge**: +1

***

Entry 2:
Formula: C26H52MgO18S4
Source: the OMol25 dataset
Level of theory: ωB97M-V/def2-TZVPD

Geometry as XYZ:
```
101
Properties=species:S:1:pos:R:3
H -3.22645 4.51526 7.12090
H 6.92731 2.78527 -4.14840
C 4.58497 -5.56584 -0.02551
O 7.32327 3.78156 -5.80383
C -8.43418 0.97728 1.51746
C -2.29205 5.14184 5.40726
C 5.32333 -4.95318 -2.78252
O -0.52589 1.01845 0.55130
C -8.17133 2.54278 4.23034
C -2.84963 5.47125 6.75734
H 6.93683 -1.48030 2.21782
O 0.85784 -3.19821 3.76174
O -1.83265 -4.76669 -6.80587
H -2.13409 5.79292 7.51406
H -0.23654 -1.73789 5.67034
C -7.41617 1.71334 2.42408
H 0.63986 -5.48230 5.38523
C -0.34266 1.78459 -1.96722
C -0.81033 -3.81523 -6.74341
H -0.39885 -4.37652 6.11045
O -4.67342 7.59038 4.85334
H -0.49599 3.92737 5.30013
H 4.97904 -4.53211 -3.72712
H -4.55334 -2.32791 1.89054
S 5.86665 0.40428 0.99235
O 2.80211 -4.20907 -1.62056
O -3.02031 -2.97469 -7.12944
O -4.13550 -4.76048 -6.82695
C -1.59981 -2.55304 -7.12061
H -6.48790 1.14214 2.41228
C -3.85929 6.82373 5.28666
C 0.25613 -4.22140 -7.81460
H 5.10176 1.07742 3.10435
H 5.72691 -5.93197 -3.04175
H -2.78361 4.26897 4.97763
H 5.49457 -6.15983 0.06339
O 5.65935 2.73520 -6.76658
H 0.12312 2.78223 0.15963
O 0.37730 0.60536 -2.26609
C -5.10611 -2.69703 -1.15056
H 8.20348 -0.21719 1.60819
H -7.92379 3.61217 1.42752
H 4.86741 -4.56934 0.31407
H -8.51911 -0.01656 1.95695
O 4.57158 -0.36504 0.88656
C 6.19085 4.74522 -3.95101
C 5.85995 1.52979 2.46511
H -1.34212 2.76760 -0.16698
H -1.36206 1.78245 -2.35312
S 3.85682 -5.38398 -1.71905
H -4.30599 -4.09465 2.29035
H -8.11619 0.77551 0.49457
O -8.49538 2.55112 5.38072
O -3.88403 6.39248 6.56868
S 1.58103 -3.20207 5.09397
O -2.74512 6.27430 4.73461
H 7.12246 4.71650 -3.38587
H -0.57547 5.07505 4.07381
H 5.06944 1.77543 -5.07512
Mg 0.82813 -1.62336 -0.16973
H 6.64466 1.89129 3.12966
H -0.33612 -3.61771 -5.78204
O -2.63538 -3.18631 -0.29091
S -4.04380 -3.74384 -0.05045
O 7.77354 2.99970 -7.82862
C -0.74319 4.97778 5.14643
C 6.96323 3.16165 -6.90263
H -0.11992 2.66163 -2.57489
C 7.28813 -0.78815 1.45255
H -4.99105 -2.92814 -2.20955
C -7.31214 3.24699 2.25251
H 7.51426 -1.44735 0.61445
H -5.85153 -3.54639 1.64987
H 5.50274 2.45087 2.00456
C 5.31176 2.77112 -5.44657
H 1.36633 -0.99456 5.92915
H 1.06733 -3.51749 -7.62873
H 0.06740 -4.08165 -8.87899
O -7.98069 3.58040 3.48916
C -0.51759 2.08894 -0.38532
H 0.73991 -5.15886 -7.54029
H 3.77883 -5.97673 0.58228
H -0.02829 5.68337 5.56969
H -6.30144 3.54787 1.97674
H -6.16158 -2.86658 -0.93764
C 6.42608 3.49228 -4.80947
H -5.00846 -1.64812 -0.87062
H 5.30422 4.64926 -3.32429
H 5.99904 -4.22076 -2.34082
H 6.11053 5.57816 -4.64948
H -1.38170 -2.14512 -8.10758
C 0.77365 -1.90192 6.04543
O -7.95301 1.50938 3.65133
H 0.83281 -2.22723 7.08407
H 1.06849 -4.70589 6.97444
C -4.77714 -3.36330 1.63367
H 4.41201 3.36302 -5.27859
C 0.66592 -4.56378 5.97152
C -3.04692 -4.23481 -6.86791
H -9.48323 1.27214 1.54316
H -1.41389 -1.72454 -6.43715
```

Values from the calculation:
**Relative energy (zero: lowest compared OMol25 entry of this formula, charge and spin)**: 1314.2 kJ/mol
**Gap between HOMO and LUMO**: 4.720 eV
**Energy**: -113431.133 eV
**Highest occupied orbital energy**: -6.79 eV
**LUMO energy**: -2.07 eV

***

Entry 3:
Formula: C6H15N
Source: the OMol25 dataset
Level of theory: ωB97M-V/def2-TZVPD

Geometry as XYZ:
```
22
Properties=species:S:1:pos:R:3
C 1.59164 -1.00729 -1.97434
C 0.67796 0.04082 -1.36441
N -1.22767 0.66401 1.75066
C -0.67517 0.10715 -2.06389
H 0.62888 1.48065 1.54634
H -0.60766 -1.01107 2.79130
H 1.55731 -1.97540 -1.46614
H -1.99588 -0.19236 3.50888
H -0.37303 0.54302 3.63856
H -1.26432 0.98206 -1.80638
H 1.21718 0.99015 -1.35077
H -0.49074 0.09150 -3.13787
H 2.64893 -0.73192 -1.97067
H 1.37289 -0.68920 0.57922
H -1.27206 -0.79620 -1.90998
H -0.40287 1.66472 0.17387
C 0.44808 -0.30351 0.15123
H -0.34942 -1.04570 0.11137
H -1.71707 1.55193 1.89105
H 1.33924 -1.25285 -3.00120
C -1.04793 -0.03703 3.00353
C -0.05829 0.92654 0.89962
```

Values from the calculation:
**Spin multiplicity**: 2
**Relative energy (zero: lowest compared OMol25 entry of this formula, charge and spin)**: 86.6 kJ/mol
**Gap between HOMO and LUMO (alpha / beta)**: 11.607 / 6.745 eV
**Energy**: -7946.519 eV
**Highest occupied orbital energy (alpha / beta)**: -14.84 / -14.84 eV
**LUMO energy (alpha / beta)**: -3.23 / -8.09 eV
**Net charge**: +1

***

Entry 4:
Formula: C32H44BrN3P2Zr
Source: the OMol25 dataset
Level of theory: ωB97M-V/def2-TZVPD

Geometry as XYZ:
```
83
Properties=species:S:1:pos:R:3
P -0.76975 -0.65777 0.94221
H -0.37540 0.13925 -5.98166
H 4.09122 4.27338 5.36103
C -1.28001 3.88898 -3.79998
C 2.99742 1.80395 3.21341
H 0.52629 1.59634 -4.13673
N 0.80277 2.16449 1.93019
H 2.12827 0.48807 1.31355
H -1.79220 -0.25439 -5.01069
C 2.99294 -0.46882 -0.41828
H -3.36699 -1.70322 2.56356
H -0.31454 3.59855 -4.21880
C -2.36020 -0.00629 1.58595
H -2.07292 0.44107 2.54456
H 0.17075 -6.66777 -1.55764
H -1.71603 -3.06890 2.99485
H -3.17127 0.24078 -1.63427
H 2.30198 -4.65044 2.35415
H 1.97726 -7.13106 2.15187
C -1.07100 -2.26853 3.37123
C -1.90750 -3.34371 0.44828
H 4.57555 1.35088 -2.81574
C 0.70342 -6.19998 -0.72480
H -2.67034 0.81678 0.92487
C 1.98244 -5.09036 1.41897
H 0.60333 -1.02672 2.85136
C -0.25618 0.84772 -3.95447
H -1.25229 4.97411 -3.65569
C 3.39017 3.71661 4.73120
C -0.11372 3.15986 1.97661
Br 1.98220 3.41057 -2.81838
H -0.46223 4.65751 3.37467
C -4.01992 1.37803 -3.26841
C -2.90583 0.53955 -2.66194
H 4.72031 -0.79722 -1.59810
C 2.06331 4.14149 4.59551
N 0.09910 3.87335 3.07588
H -0.90243 3.65804 -1.69525
C -1.54646 3.20616 -2.46978
H -2.78623 -0.39425 -3.23193
C -3.52920 -0.96086 1.77750
C 3.85410 2.58887 4.01878
H 1.85385 2.96922 0.03048
H -0.99666 3.30425 1.33277
H -1.13825 -4.00018 0.86714
C 0.96762 -4.83046 -0.73762
C 1.71751 2.35089 2.97949
C 3.93400 -0.07784 -1.35281
H -2.37443 -3.89786 -0.37433
H -1.70468 -1.53339 3.87593
C 3.81950 1.15639 -2.03425
P -1.23834 1.36776 -2.48433
H 0.28626 -0.04539 -3.60510
C 1.69943 -6.45550 1.33614
H -2.57849 3.39218 -2.14655
H -4.97741 0.85287 -3.18869
C 1.25526 3.42609 3.72383
C 2.15724 0.59330 0.22115
H -2.05735 3.67502 -4.53867
N 1.07455 -6.98865 0.28502
C 2.79799 -1.83146 0.01025
H -2.12859 -1.57139 -0.75290
Zr 0.19619 1.57935 -0.07120
H -1.56591 1.39302 -5.61508
H 4.91810 2.30790 4.10078
C 1.77906 -4.28864 0.28141
C -1.35770 -2.04002 -0.12772
H -4.38169 -0.35421 2.09700
C 2.28867 1.96039 -0.32349
C 2.82658 2.03003 -1.60523
C -1.04962 0.52015 -5.20837
H -4.14402 2.33454 -2.76237
H 3.27781 0.79764 2.86397
H -3.85675 1.58754 -4.32782
H -0.50646 -2.27428 -0.78124
H 1.67484 5.01971 5.09930
H 0.51848 -4.19598 -1.49089
H -3.81752 -1.47726 0.85914
C 2.31442 -2.94382 0.19248
H -2.68676 -3.23559 1.20451
C -0.12610 -1.66218 2.33424
H -0.44580 -2.73763 4.13986
H 0.45501 -2.44062 1.82611
```

Values from the calculation:
**Relative energy (zero: lowest compared OMol25 entry of this formula, charge and spin)**: 0.0 kJ/mol
**Gap between HOMO and LUMO (alpha / beta)**: 3.714 / 3.715 eV
**Energy**: -128222.989 eV
**Highest occupied orbital energy (alpha / beta)**: -18.31 / -18.31 eV
**LUMO energy (alpha / beta)**: -14.60 / -14.60 eV
**Net charge**: +4